Molecular formula: C8H14AsF12N2O8S2Tl
Method: DFT, ωB97M-V/def2-TZVPD

- frontier orbital gap (alpha / beta) (eV) = 4.212 / 3.770
- 2S+1 = 2
- E_HOMO (alpha / beta) (eV) = -13.03 / -13.03
- total charge = +1
- <S²> = 1.755

Each line ends with the Löwdin charge.
Atoms and positions in Å:
C  -21.961  -9.879  -15.079  -0.358
S  -20.199  -9.531  -11.379  0.597
F  -19.719  -10.111  -8.811  0.236
Tl  -21.531  -6.547  -13.018  1.271
H  -20.194  -1.326  -16.983  0.104
F  -17.497  -4.991  -10.418  -0.231
F  -25.590  -5.400  -16.383  0.162
C  -23.277  -9.780  -15.769  0.048
H  -18.943  -10.934  -15.927  0.119
H  -19.402  -1.356  -14.448  0.121
H  -21.913  -3.487  -16.440  0.102
C  -20.883  -2.910  -14.812  -0.345
F  -20.799  -4.345  -11.458  -0.354
F  -18.803  -5.327  -12.466  -0.335
H  -23.982  -10.355  -15.168  0.124
C  -19.699  -10.957  -15.141  0.008
F  -19.678  -6.395  -10.487  -0.313
H  -19.295  -10.279  -14.389  0.088
O  -19.512  -8.733  -12.429  -0.298
H  -21.660  -0.661  -16.376  0.103
H  -20.060  -2.190  -12.948  0.079
F  -19.534  -4.260  -9.112  -0.242
H  -21.703  -1.723  -17.854  0.114
C  -19.035  -9.701  -9.837  -0.570
H  -23.603  -8.740  -15.806  0.058
N  -21.032  -10.704  -15.652  0.171
C  -20.253  -1.828  -13.958  0.088
O  -22.529  -7.381  -17.471  -0.316
As  -19.158  -4.696  -10.800  0.873
C  -25.002  -6.353  -17.058  -0.674
H  -19.733  -11.966  -14.731  0.122
O  -22.898  -6.156  -15.399  -0.471
S  -23.087  -6.191  -16.839  0.508
H  -23.251  -10.200  -16.775  0.115
F  -25.397  -7.518  -16.511  0.119
O  -20.914  -4.049  -14.335  0.214
H  -20.994  -1.041  -13.824  0.118
O  -20.467  -10.890  -11.816  -0.252
O  -21.805  -9.331  -13.974  0.147
O  -22.696  -4.960  -17.526  -0.322
F  -18.661  -3.060  -11.244  -0.257
O  -21.369  -8.707  -11.014  -0.309
N  -21.421  -2.702  -16.037  0.101
F  -18.537  -8.497  -9.507  0.186
C  -21.257  -1.542  -16.876  -0.011
F  -18.073  -10.574  -10.165  0.196
H  -21.280  -11.297  -16.431  0.179
F  -25.335  -6.230  -18.311  0.187

---

Molecular formula: C8H14AuBN4O3
Method: DFT, ωB97M-V/def2-TZVPD

- frontier orbital gap (alpha / beta) (eV) = 7.583 / 5.557
- 2S+1 = 3
- E_HOMO (alpha / beta) (eV) = -16.92 / -16.72
- total charge = +2
- <S²> = 2.025

Each line ends with the Löwdin charge.
Atoms and positions in Å:
H  3.306  1.090  0.902  0.132
C  -1.314  -2.129  -2.885  0.033
O  0.996  -2.134  1.440  -0.133
N  -1.148  -1.205  -0.856  -0.110
C  -2.250  2.773  1.898  0.034
C  -1.427  1.671  2.151  -0.032
B  -2.467  0.929  -1.242  -0.323
C  3.297  -0.003  0.930  -0.312
O  1.008  -1.199  2.345  -0.132
H  4.645  -1.655  1.285  0.092
Au  -0.273  -0.782  0.904  1.401
C  4.668  -0.620  0.934  -0.049
H  -0.338  -3.131  -1.133  0.139
H  -0.884  1.428  3.051  0.141
N  -1.818  -0.345  -1.655  -0.022
H  -3.692  0.829  -1.361  0.210
H  -2.429  -0.390  -3.696  0.158
C  -2.683  2.600  0.610  0.013
N  -1.379  0.884  1.070  -0.117
O  2.427  -0.469  -0.072  -0.099
H  -2.492  3.580  2.567  0.136
N  -2.152  1.445  0.115  -0.021
H  5.087  -0.636  -0.076  0.096
C  -1.922  -0.899  -2.891  0.015
H  -3.332  3.218  0.011  0.157
C  -0.841  -2.288  -1.581  -0.041
H  2.796  -1.267  -0.472  0.105
H  2.794  -0.224  1.914  0.105
H  5.340  -0.060  1.580  0.098
H  -2.315  1.802  -2.082  0.190
H  -1.206  -2.814  -3.708  0.135

---

Molecular formula: C8H14BF4LiO4
Method: DFT, ωB97M-V/def2-TZVPD

- frontier orbital gap (eV) = 8.891
- E_HOMO (eV) = -8.89

Each line ends with the Löwdin charge.
Atoms and positions in Å:
C  0.792  3.676  1.068  0.007
F  0.631  0.462  -3.419  0.123
F  1.248  -1.194  -4.882  0.120
H  -2.718  -2.870  -1.148  0.018
C  -2.868  -1.917  -0.974  -0.126
B  1.027  -0.868  -3.539  -1.471
H  -0.160  -3.537  0.699  0.022
H  0.592  -2.319  1.760  0.134
H  2.196  -3.023  -0.088  0.173
O  -0.823  4.575  2.711  0.043
H  -1.188  2.122  3.265  0.103
O  1.480  0.206  0.070  -0.043
C  -0.603  2.196  2.412  -0.028
F  2.128  -1.158  -2.856  0.180
H  2.014  2.767  -0.263  0.060
H  -1.423  4.831  2.064  0.066
H  -0.314  0.126  2.004  0.090
F  0.127  -1.628  -2.939  0.143
H  2.459  0.241  -0.141  0.158
Li  0.379  -1.338  -1.167  0.711
H  -3.612  -1.871  -0.072  0.121
H  -2.154  -0.293  -0.345  0.086
H  1.143  -3.902  1.446  0.050
C  -0.167  1.127  1.736  -0.021
C  0.863  1.277  0.729  -0.212
O  -1.745  -1.105  -0.647  -0.136
C  0.660  -3.175  1.000  -0.149
H  -3.558  -1.644  -1.810  0.101
C  -0.192  3.506  2.078  -0.266
H  1.162  4.601  0.826  0.092
O  1.340  -2.480  0.067  -0.167
C  1.284  2.609  0.357  0.018

---

Molecular formula: C8H14BiN3S
Method: DFT, ωB97M-V/def2-TZVPD

- frontier orbital gap (alpha / beta) (eV) = 6.577 / 6.576
- E_HOMO (alpha / beta) (eV) = -15.63 / -15.63
- total charge = +2

Each line ends with the Löwdin charge.
Atoms and positions in Å:
C  0.037  2.186  -0.980  -0.133
H  4.302  -0.549  0.301  0.124
C  -2.811  -0.247  0.207  -0.176
C  0.720  1.286  -1.888  -0.213
N  1.671  0.423  1.805  -0.045
H  -0.991  -3.037  -0.632  0.131
S  1.807  -1.516  -0.168  0.707
H  -0.990  2.556  -1.230  0.107
H  1.775  0.946  -1.693  0.074
Bi  -0.214  -0.064  -0.314  1.622
C  -2.156  -1.484  0.609  -0.219
H  -1.953  -1.826  1.660  0.127
C  -2.734  -0.133  -1.238  -0.180
H  -3.265  0.504  0.905  0.133
H  4.177  0.607  1.536  0.144
H  -1.653  -1.450  -2.791  0.138
H  0.567  2.599  -0.080  0.095
H  1.966  1.218  2.365  0.183
H  -0.320  0.796  2.436  0.143
H  0.060  -0.855  2.303  0.121
H  0.211  0.905  -2.814  0.109
C  -1.632  -2.118  -0.595  -0.228
N  3.707  -0.049  0.935  0.166
H  -3.024  0.770  -1.847  0.136
N  0.330  0.109  2.041  -0.105
C  -1.985  -1.273  -1.737  -0.178
C  2.397  -0.304  0.906  -0.784

---

Molecular formula: C8H14CeN3S
Method: DFT, ωB97M-V/def2-TZVPD

- frontier orbital gap (eV) = 7.812
- E_HOMO (eV) = -11.14
- total charge = +1

Each line ends with the Löwdin charge.
Atoms and positions in Å:
H  -2.273  -1.408  -0.315  -0.175
C  0.422  0.514  1.377  -0.338
C  -0.733  1.182  1.784  0.000
Ce  -1.289  -0.693  -1.289  1.086
N  0.151  0.212  -2.784  -0.029
C  1.636  1.293  3.335  -0.057
N  2.120  -1.711  -0.861  0.095
H  -3.270  -1.946  -2.579  0.048
H  3.068  -2.114  -0.883  0.124
H  -2.495  0.243  -1.260  -0.194
S  2.784  -0.349  1.424  1.187
C  1.755  -0.807  0.160  -0.619
H  0.494  2.530  4.680  0.112
N  0.523  -0.250  0.262  -0.095
C  0.480  1.969  3.755  -0.051
C  1.577  0.574  2.146  -0.490
C  -2.247  -1.634  -2.836  -0.348
H  -0.113  -0.067  -3.739  0.096
H  1.144  -0.045  -2.681  0.081
H  -1.639  1.132  1.194  0.093
H  -2.281  -0.991  -3.734  0.043
H  2.543  1.321  3.924  0.116
C  -0.699  1.914  2.984  -0.039
H  -1.585  2.435  3.320  0.113
H  -1.632  -2.534  -3.042  0.044
H  0.126  1.241  -2.778  0.108
H  1.431  -2.013  -1.564  0.089

---

Molecular formula: C8H14Cl18
Method: DFT, ωB97M-V/def2-TZVPD

- frontier orbital gap (eV) = 10.894
- E_HOMO (eV) = -10.84
- SMILES = ClC(Cl)Cl.ClC(Cl)Cl.ClCCl.ClCCl.ClCCl.ClCCl.ClCCl.ClCCl

Each line ends with the Löwdin charge.
Atoms and positions in Å:
Cl  -6.628  17.969  20.063  0.462
Cl  -2.999  13.691  13.137  0.489
Cl  -9.066  15.020  14.749  0.462
Cl  -4.745  18.110  17.762  0.500
C  -6.704  21.069  12.569  -1.111
H  -6.076  19.772  18.765  0.018
Cl  -1.203  15.513  11.733  0.488
Cl  0.339  22.360  20.379  0.473
H  -6.818  20.965  13.648  0.029
Cl  -9.308  12.159  14.142  0.536
C  -11.142  22.870  18.704  -1.481
H  -3.382  12.952  19.711  0.029
Cl  -5.273  20.166  12.230  0.519
H  -6.493  22.100  12.288  0.026
Cl  -9.848  13.088  16.913  0.510
C  -6.230  18.731  18.480  -1.005
Cl  -7.975  20.472  11.568  0.536
Cl  -5.376  12.658  20.890  0.468
C  -1.606  14.769  13.300  -1.026
H  -4.230  26.444  18.520  0.033
H  0.135  21.775  22.664  0.028
H  -4.349  25.297  19.801  0.023
H  -3.779  14.374  20.684  0.025
H  -7.075  18.518  17.825  0.026
Cl  -10.334  22.192  17.250  0.481
H  -10.984  23.945  18.793  0.021
H  -0.841  14.090  13.677  0.021
Cl  -12.873  22.472  18.717  0.508
Cl  -6.465  25.684  18.995  0.483
C  -3.719  13.286  20.692  -1.005
Cl  -10.401  22.081  20.142  0.471
C  -9.904  13.449  15.164  -1.514
Cl  -4.432  24.183  17.623  0.471
H  -10.952  13.604  14.909  0.006
C  -0.557  22.156  21.913  -0.993
Cl  -2.003  21.105  21.685  0.471
C  -4.718  25.510  18.798  -1.009
H  -0.846  23.159  22.227  0.021
Cl  -2.757  12.707  22.072  0.484
H  -1.788  15.551  14.037  0.028

---

Molecular formula: C8H14Cl6O2
Method: DFT, ωB97M-V/def2-TZVPD

- frontier orbital gap (alpha / beta) (eV) = 2.567 / 9.535
- 2S+1 = 2
- E_HOMO (alpha / beta) (eV) = 0.18 / -6.82
- total charge = -1
- <S²> = 0.752

Each line ends with the Löwdin charge.
Atoms and positions in Å:
C  -0.826  -2.952  -3.036  -0.026
O  -0.935  -3.999  -0.906  0.053
Cl  3.245  -1.322  -5.891  0.455
H  0.649  1.262  5.024  0.081
C  -1.427  -1.664  -0.928  -0.063
H  0.190  -2.672  -3.314  0.084
H  -0.631  -0.924  -1.014  0.005
H  -0.512  0.412  3.953  0.084
H  -1.013  -3.959  -3.410  0.079
Cl  0.224  1.134  0.551  0.374
H  -1.653  1.566  6.622  0.079
Cl  2.913  1.809  -0.164  0.376
C  -2.104  2.002  5.730  -0.036
H  -2.812  1.282  5.319  0.086
H  -1.708  -1.695  0.125  0.080
Cl  2.876  0.731  -3.826  0.457
C  -1.099  -2.988  -1.552  -0.502
O  -1.344  3.414  4.066  0.090
C  -0.111  1.380  4.252  -0.035
C  1.533  0.825  -0.629  -1.572
H  -2.276  -1.142  -1.369  0.078
H  0.493  1.781  3.437  0.051
C  2.790  0.353  -5.570  -1.565
H  -2.609  2.937  5.972  0.079
C  -1.205  2.365  4.597  -0.540
H  1.131  1.110  -1.601  -0.044
Cl  2.077  -0.917  -0.546  0.298
Cl  3.786  1.455  -6.558  0.424
H  1.754  0.570  -5.829  -0.001
H  -1.398  -2.152  -3.506  0.073

---

Molecular formula: C8H14N
Method: DFT, ωB97M-V/def2-TZVPD

- frontier orbital gap (eV) = 10.818
- E_HOMO (eV) = -15.16
- SMILES = CC1=[N+]2[C@@H](C(C)C)[C@@]12C
- total charge = +1

Each line ends with the Löwdin charge.
Atoms and positions in Å:
C  -2.706  1.124  1.175  0.050
H  2.523  -0.602  1.565  0.079
C  2.488  1.123  -0.880  -0.060
H  2.013  1.745  -1.625  0.078
H  3.134  0.387  -1.354  0.092
H  -2.150  1.719  2.066  0.182
H  -3.353  0.438  1.650  0.084
H  -0.873  -2.579  -0.911  0.119
C  1.957  -0.800  0.686  -0.048
C  -1.640  -1.810  -0.590  -0.009
H  -3.188  1.871  0.597  0.093
H  3.021  1.916  -0.246  0.125
H  0.608  -0.230  -1.759  0.207
N  -1.055  0.978  -0.740  0.285
C  0.176  0.122  -0.703  -0.144
C  -1.016  -0.611  -0.114  -0.155
C  1.476  0.501  0.031  -0.384
H  1.187  -1.453  0.995  0.050
H  2.592  -1.543  0.093  0.123
H  1.158  1.174  0.802  0.132
H  -2.508  -1.698  -1.358  0.153
H  -2.171  -2.336  0.294  0.138
C  -1.673  0.563  0.327  -0.191

---

Molecular formula: C8H14N2O4
Method: DFT, ωB97M-V/def2-TZVPD

- frontier orbital gap (eV) = 10.148
- E_HOMO (eV) = -9.94
- SMILES = O=C(O)[C@H](CO)NC(=O)[C@@H]1CCCN1

Each line ends with the Löwdin charge.
Atoms and positions in Å:
H  2.794  -2.045  -1.151  0.058
O  3.219  -0.230  1.578  0.118
C  -2.535  0.402  -0.438  -0.158
H  -2.354  -1.913  1.856  0.091
C  -0.470  1.543  -0.539  -0.327
H  -4.103  -1.017  0.028  0.094
C  -3.299  -0.539  0.499  -0.157
H  -2.574  1.388  -0.106  0.064
H  -3.628  -0.017  1.366  0.099
C  2.656  -0.199  -1.291  -0.191
C  2.418  0.765  1.067  -0.457
O  3.371  -1.352  -1.062  -0.002
O  -1.088  2.661  -0.306  0.009
H  2.006  -0.302  -2.196  0.141
C  -2.137  -1.350  0.991  -0.166
H  1.133  -0.550  0.127  0.132
H  3.107  -0.992  0.997  0.083
H  -0.691  -0.499  -1.227  0.129
N  0.865  1.503  -0.490  0.130
H  -2.959  0.580  -1.500  0.159
H  -0.528  0.053  1.420  0.110
H  1.311  2.297  -0.112  0.129
H  -2.160  -2.241  0.290  0.125
O  2.329  1.801  1.640  0.151
N  -0.761  -0.654  0.745  0.008
C  1.671  0.358  -0.195  -0.215
C  -1.076  0.126  -0.476  -0.279
H  3.483  0.421  -1.515  0.121

---

Molecular formula: C8H14N2O6
Method: DFT, ωB97M-V/def2-TZVPD

- frontier orbital gap (eV) = 9.893
- E_HOMO (eV) = -9.51
- SMILES = N[C@@H](CCC(=O)O)C(=O)N[C@@H](CO)C(=O)O

Each line ends with the Löwdin charge.
Atoms and positions in Å:
H  -3.177  1.269  -1.239  0.131
C  2.535  -0.060  0.448  -0.193
H  2.365  -0.281  1.476  0.160
H  -3.420  2.194  0.169  0.116
C  3.280  1.303  0.287  -0.439
C  -1.189  -0.248  -0.485  -0.385
C  -1.742  0.861  0.368  -0.148
C  -4.275  0.231  0.447  -0.510
H  5.004  -2.070  -0.112  0.118
O  4.623  1.267  0.390  0.113
C  -3.168  1.168  -0.125  -0.114
O  2.659  2.317  0.044  0.100
H  1.064  1.140  -0.467  0.160
O  4.432  -1.475  0.403  -0.062
H  -1.073  1.794  0.342  0.143
O  -4.007  -0.487  1.395  0.078
H  -1.037  0.183  -1.485  0.150
C  3.259  -1.119  -0.324  -0.197
H  4.934  0.333  0.616  0.124
H  -2.356  -1.708  0.299  0.099
N  1.225  0.122  -0.194  0.096
H  -1.822  0.476  1.407  0.134
O  0.364  -1.787  0.610  0.061
H  -1.615  -2.050  -1.114  0.095
H  3.526  -0.710  -1.319  0.146
H  2.586  -1.983  -0.483  0.131
N  -2.106  -1.311  -0.619  0.068
C  0.190  -0.736  -0.005  -0.428
O  -5.493  0.277  -0.091  0.121
H  -5.567  1.091  -0.640  0.133

---

Molecular formula: C8H14N2P
Method: DFT, ωB97M-V/def2-TZVPD

- frontier orbital gap (eV) = 8.311
- E_HOMO (eV) = -12.74
- SMILES = CP[C@H]1C=CN=C(C)[NH+]=C1C
- total charge = +1

Each line ends with the Löwdin charge.
Atoms and positions in Å:
N  -0.272  0.626  -2.017  0.121
H  -1.981  1.733  0.465  0.248
H  -3.352  0.796  -1.025  0.096
C  -2.634  0.128  -1.589  -0.006
H  0.466  -1.611  -1.370  -0.073
H  2.568  1.395  -0.602  0.120
H  1.630  -0.134  1.385  0.145
C  0.920  1.034  -1.751  -0.182
H  -2.993  0.351  -2.663  0.123
C  1.546  -2.751  0.524  -0.295
H  -1.062  1.792  2.549  0.093
P  0.139  -1.594  -0.100  0.991
N  -1.123  1.116  0.074  0.145
H  0.640  1.333  3.033  0.138
C  -0.054  1.681  2.199  0.031
H  0.418  2.575  1.920  0.092
C  0.919  0.024  0.496  -0.414
C  1.594  0.922  -0.582  0.013
C  -1.246  0.571  -1.214  -0.425
H  2.540  -2.814  0.032  0.052
H  1.450  1.471  -2.565  0.126
H  -2.679  -0.994  -1.509  0.099
H  1.872  -2.492  1.524  0.018
C  -0.156  0.885  0.944  -0.278
H  1.127  -3.761  0.506  0.024

---

Molecular formula: C8H14N2PRe
Method: DFT, ωB97M-V/def2-TZVPD

- frontier orbital gap (alpha / beta) (eV) = 5.244 / 7.362
- 2S+1 = 4
- E_HOMO (alpha / beta) (eV) = -9.65 / -12.18
- total charge = +1
- <S²> = 3.790

Each line ends with the Löwdin charge.
Atoms and positions in Å:
C  1.475  3.056  -2.174  -0.084
H  -0.759  -3.790  1.045  0.089
H  0.486  -2.449  3.728  0.084
C  0.048  3.016  -2.261  -0.251
C  0.167  -3.451  1.518  -0.029
H  1.181  -0.898  3.229  0.095
H  -3.132  -0.167  -2.613  -0.102
C  -0.165  -1.159  0.809  -0.325
N  0.147  -1.998  1.743  -0.209
C  -0.859  2.696  -1.187  -0.224
H  -0.389  3.525  -3.150  0.120
H  -0.571  -1.034  3.498  0.096
N  -0.472  0.002  0.563  -0.152
H  -2.076  -1.889  -1.926  -0.090
C  2.125  2.320  -1.199  -0.167
H  1.950  0.950  0.434  0.071
Re  -0.289  0.955  -1.213  1.191
H  2.077  3.702  -2.823  0.128
H  -3.168  -0.750  -0.564  -0.065
H  -1.729  3.273  -0.994  0.073
H  0.288  -3.924  2.489  0.081
P  -2.232  -0.534  -1.604  0.696
H  3.174  2.406  -0.957  0.107
C  0.312  -1.556  3.123  -0.031
H  1.011  -3.724  0.873  0.093
C  1.401  1.422  -0.390  -0.197

---

- Number 2 is which compound?
  C8H14AuBN4O3